10
Properties=species:S:1:pos:R:3:forces:R:3:nbo_charge:R:1 method="wB97M-V/def2-TZVPD" homo_lumo_gap_ev=10.51 total_charge=0 homo_ev=-11.08 smiles="O=[N+]([O-])C(O)(O)O" e_tot_ha=-470.72813 fmax_ev_per_a=5.108
C -0.16819 -0.14422 0.33519 -1.81 -2.93 -3.32 0.814
N 0.73670 0.84656 -0.35521 0.39 -0.36 -0.44 0.499
O 1.88019 0.47272 -0.52058 0.42 -0.01 0.38 -0.379
O 0.25110 1.82059 -0.82101 -0.79 1.32 -0.08 -0.312
O 0.55298 -1.07946 0.91283 2.97 0.30 0.23 -0.678
O -1.22914 0.24106 1.04967 1.05 0.19 0.58 -0.654
O -0.78445 -0.76338 -1.13408 2.69 3.97 1.75 -0.796
H 1.59104 -0.93125 0.64085 -3.47 -0.25 0.41 0.533
H -1.62033 1.05417 0.72721 -0.10 0.28 -0.55 0.515
H -1.20990 -1.51679 -0.83486 -1.36 -2.51 1.02 0.457